{
  "formula": "C3H7O3S",
  "method": "the ωB97M-V functional and the def2-TZVPD basis",
  "energy_ha": -742.47460,
  "spin_multiplicity": 1,
  "total_charge": -1,
  "e_above_lowest_ev": 0.288,
  "largest_force_ev_per_a": 1.58,
  "symbols": ["O", "C", "O", "C", "C", "S", "H", "H", "H", "H", "H", "H", "H", "O"],
  "positions_angstrom": [[-0.6731, -1.0874, 0.9979], [0.3630, -0.6140, 1.5411], [0.5247, -0.4305, 2.7668], [1.5041, -0.1594, 0.6147], [0.9052, 0.1498, -0.7928], [1.8686, 1.2349, -1.8674], [2.2425, -0.9639, 0.5304], [1.9620, 0.7834, 0.9376], [-0.1065, 0.5505, -0.6421], [0.7089, -0.8269, -1.2522], [1.4787, 2.4505, -1.4160], [-4.6161, -0.9272, 0.0783], [-5.4401, 0.2378, -0.4642], [-5.1189, -0.6247, -0.6827]]
}

{
  "formula": "CH2N2",
  "method": "the ωB97M-V functional and the def2-TZVPD basis",
  "smiles": "C1N=N1",
  "energy_ha": -148.70827,
  "spin_multiplicity": 1,
  "total_charge": 0,
  "e_above_lowest_ev": 2.457,
  "largest_force_ev_per_a": 5.18,
  "symbols": ["C", "N", "N", "H", "H"],
  "positions_angstrom": [[-0.0212, -0.1613, -0.1743], [0.1371, 1.2076, 0.2415], [0.0214, 0.3039, 1.1944], [-0.9445, -0.7153, -0.4907], [0.8072, -0.6350, -0.7708]]
}